Arrangement i

# H12NO4

5 unconnected molecules or ions with the total composition H12NO4 (ωB97M-V/def2-TZVPD, the Open Molecules 2025 dataset).

Properties
LUMO energy (eV): -2.87
HOMO-LUMO gap (Eh): 0.4461

```
! wB97M-V def2-TZVPD RIJCOSX def2/J DEFGRID3
* xyz 1 1
H 0.02749 -1.97242 2.24353
O 0.30230 -1.18819 2.73232
H -2.26903 -1.04365 -4.54432
O 2.72963 1.10601 2.04608
H -2.94879 0.27728 -4.28664
H 0.30745 -1.39441 3.67614
H 0.99083 1.21143 0.85640
H 0.16596 0.30134 -0.30188
O -2.50645 -0.44351 -3.81793
H -1.57162 -0.14188 -1.95103
H -0.73411 1.20238 0.80736
H 0.07825 -0.02938 1.40025
H 2.98916 1.41353 2.93297
O -0.77020 -0.57167 -1.60353
H -0.39361 -0.92806 -2.41479
N 0.13442 0.68409 0.66144
H 3.46834 1.51713 1.56361
*
```

=====

Arrangement ii

# H12NO4

5 unconnected molecules or ions with the total composition H12NO4 (ωB97M-V/def2-TZVPD, the Open Molecules 2025 dataset).

Properties
LUMO energy (eV): -3.06
HOMO-LUMO gap (Eh): 0.4460

```
! wB97M-V def2-TZVPD RIJCOSX def2/J DEFGRID3
* xyz 1 1
H -1.25406 2.32561 -0.13473
N 0.46588 -0.77082 -0.52172
H 1.19288 -0.70237 0.20780
H 1.57123 -0.44674 2.47653
O 2.14262 -1.02315 1.93434
H -2.05315 1.01457 -0.06377
H 1.86596 -1.90721 2.20845
O -0.64611 4.09666 -0.28090
O -1.23804 1.39406 -0.42287
O -0.38341 -3.37830 -0.74584
H -0.97183 -3.39872 -1.50967
H 0.19782 -1.75998 -0.69423
H -1.08329 4.86061 -0.67208
H -0.15135 -4.29922 -0.54984
H -0.14168 4.44079 0.46343
H 0.78524 -0.33933 -1.40456
H -0.29871 -0.10644 -0.29033
*
```

=====

Referenced to the most stable arrangement, the calculated values in hartree are arrangement i 0.0026; arrangement ii 0.0000.

=====

Arrangement i

# C6H13BrN

A gas-phase ion, C6H13BrN (charge +1) (ωB97M-V/def2-TZVPD, the Open Molecules 2025 dataset).

Properties
LUMO energy (eV): -3.86
HOMO-LUMO gap (Eh): 0.3312

```
! wB97M-V def2-TZVPD RIJCOSX def2/J DEFGRID3
* xyz 1 1
H -0.84048 -0.92182 0.60514
H -3.09792 2.21075 -0.19343
H -1.47189 1.16819 -1.28081
H -2.15453 -1.09289 -0.61217
H -0.78983 1.08848 1.51883
H 2.61961 -2.14622 0.86371
C 2.48854 -1.00720 1.17804
H 3.42281 -0.86682 1.77059
H 1.45983 -0.97734 1.74963
H -3.23307 0.92825 1.00278
C -0.75920 1.65235 0.58999
H -3.58531 0.33122 -0.46396
C -1.18818 -0.66676 -0.40990
C 2.82795 -0.55795 -1.27067
Br 1.14092 1.43927 -0.06049
H 3.37269 -1.43501 -1.24359
C 2.30340 -0.24278 -0.07214
H 2.50597 -0.10924 -2.19138
C -2.95896 1.10258 0.04106
H -0.48138 -0.73335 -1.20736
N -1.58095 0.83626 -0.31387
*
```

=====

Arrangement ii

# C6H13BrN

2 unconnected molecules or ions with the total composition C6H13BrN (ωB97M-V/def2-TZVPD, the Open Molecules 2025 dataset).

Properties
LUMO energy (eV): -3.53
HOMO-LUMO gap (Eh): 0.3425

```
! wB97M-V def2-TZVPD RIJCOSX def2/J DEFGRID3
* xyz 1 1
C 2.41790 -0.49065 1.32300
H -1.39187 -2.37378 0.39005
Br -0.34503 2.89207 1.48481
N -1.64942 0.89318 -0.76352
H -1.04267 -2.22163 -1.16467
H 3.16879 -0.98882 1.95162
C 0.62909 -0.24928 -0.37363
H 2.25109 -0.09649 -1.56164
H 0.74514 -1.63249 1.23276
H 3.06262 0.28656 0.94270
C -1.43560 -1.61131 -0.41060
C 1.29849 0.34313 -1.36932
C 1.29993 -0.93182 0.73162
H 0.94842 0.85219 -2.16922
H -1.20996 1.13356 -1.65482
H -2.49138 -1.55090 -0.57856
H -2.62135 0.49731 -1.14954
H -0.05108 3.66628 2.62025
H -1.13170 0.02280 0.89588
H -1.55121 1.81944 -0.29771
C -0.90020 -0.25935 -0.07946
*
```

=====

Referenced to the most stable arrangement, the calculated values in hartree are arrangement i 0.0947; arrangement ii 0.0000.

=====

Arrangement i

# CH5BrSi

2 unconnected molecules or ions with the total composition CH5BrSi (ωB97M-V/def2-TZVPD, the Open Molecules 2025 dataset).

Properties
LUMO energy (alpha / beta) (eV): -0.60 / -0.60
HOMO-LUMO gap (alpha / beta) (Eh): 0.2886 / 0.2888

```
! wB97M-V def2-TZVPD RIJCOSX def2/J DEFGRID3
* xyz 0 1
C -0.85252 -0.72676 0.14689
H -1.35354 -0.83865 1.03679
H -0.40442 -1.68054 -0.16477
H -1.53297 -0.51500 -0.75605
Br 2.56204 0.00957 -0.00939
H 0.51936 1.64720 1.50877
H 0.60938 1.46828 -2.07041
Si 0.45268 0.63588 0.30818
*
```

=====

Arrangement ii

# CH5BrSi

2 unconnected molecules or ions with the total composition CH5BrSi (ωB97M-V/def2-TZVPD, the Open Molecules 2025 dataset).

Properties
LUMO energy (alpha / beta) (eV): -2.46 / -3.05
HOMO-LUMO gap (alpha / beta) (Eh): 0.1646 / 0.1222

```
! wB97M-V def2-TZVPD RIJCOSX def2/J DEFGRID3
* xyz 0 1
H 0.65795 -1.77586 0.17780
Br 3.24926 0.08657 -0.27303
C -0.03801 -0.92718 -0.09957
H -2.19306 1.33567 -1.10619
H -0.65563 -1.12931 -0.97545
Si 1.16634 0.45984 0.36902
H -0.67505 -0.87424 0.82516
H 1.20530 0.81613 1.69615
*
```

=====

Referenced to the most stable arrangement, the calculated values in hartree are arrangement i 0.0000; arrangement ii 0.1144.